Record 1
The following is a DFT calculation (ωB97M-V/def2-TZVPD) of a cluster of 2 separate species, C5H7ClSSi in total.

## Properties
Orbital gap: 8.21 eV
HOMO: -8.32 eV
Relative energy (zero: lowest compared OMol25 entry of this formula, charge and spin): 3.1275 eV
2S+1: 1

Last column: Mulliken charge in e.
Element x y z (Å)
Cl -2.360 1.426 -0.401  -0.1528
S 0.857 -2.314 -0.230  -0.1297
Si -1.327 0.007 1.969  0.6235
C 1.572 -0.452 -1.847  -0.6764
C -1.441 1.682 1.119  -0.3301
C 0.902 0.191 -0.778  -0.3200
C 1.627 -1.830 -1.766  -0.4755
C 0.517 -0.730 0.173  0.0391
H -2.292 -1.010 1.907  -0.0886
H 1.966 0.070 -2.592  0.4623
H -0.651 -0.078 3.175  -0.1147
H 2.085 -2.540 -2.428  0.3961
H -1.773 2.599 1.659  0.4100
H 0.782 1.245 -0.681  0.3515
H -0.465 1.733 0.721  0.0053

Record 2
The following is a DFT calculation (ωB97M-V/def2-TZVPD) of a cluster of 4 separate species, C24H48FN2O6PS3 in total.

## Properties
Orbital gap: 2.77 eV
HOMO: -0.27 eV
2S+1: 1
Net charge: -2

Last column: Mulliken charge in e.
Element x y z (Å)
S 2.122 -9.494 -3.877  0.4059
S 0.202 -4.075 -2.831  0.5837
S -4.328 3.043 -0.466  0.7000
P 0.919 2.400 1.034  3.8842
F 3.646 3.475 -1.071  -0.3496
O 1.509 5.159 0.480  -0.7140
O 2.767 4.427 2.182  -0.8275
O 2.908 1.447 2.875  -0.0999
O 1.944 -8.016 -3.768  -0.5039
O -0.885 -4.458 -1.880  -0.5998
O -3.670 1.705 -0.465  -0.5835
N -2.406 4.981 1.244  -0.6514
N 0.629 2.386 2.768  -0.0679
C -4.408 3.604 -2.182  -1.0891
C 2.408 3.010 -1.612  0.0307
C -0.005 2.751 5.829  -0.9879
C -0.522 1.759 3.360  -0.5514
C -0.607 5.303 2.829  -1.5091
C 1.794 4.132 1.199  0.0910
C 1.641 4.173 -2.483  -0.9999
C -0.976 -2.408 0.316  -0.4416
C 0.667 -0.672 1.601  -0.3962
C 0.182 0.595 0.801  -0.5119
C 4.180 0.764 3.037  -0.8503
C -1.207 4.483 1.635  -0.1425
C -6.106 2.766 -0.280  -1.1135
C -0.145 -4.890 -4.405  -0.9425
C 2.673 1.639 1.427  -1.6716
C 1.350 2.197 -0.812  -0.8154
C -0.896 0.202 -0.255  -0.1784
C 1.651 -5.071 -2.424  -0.7867
C -1.118 2.477 4.710  -0.6428
C -1.474 -1.198 -0.498  -0.7569
C 1.207 -10.250 -2.516  -0.9521
C 0.116 -2.094 1.379  -0.8849
C -0.754 3.272 0.725  0.5610
C 1.022 -10.077 -5.186  -0.9433
H -1.261 5.315 3.783  0.2945
H 4.346 -0.030 2.211  0.2933
H -1.319 1.041 -0.914  -0.0076
H -2.265 -1.340 -1.320  0.2778
H -1.048 -4.449 -4.830  0.3433
H 4.236 0.181 4.030  0.2164
H 0.477 -2.985 2.012  0.2000
H -6.636 3.713 -0.398  0.3679
H 1.383 -9.687 -6.138  0.3104
H -4.994 4.524 -2.237  0.3855
H -1.361 -3.476 0.164  0.2903
H -0.836 3.686 -0.355  0.2090
H -6.452 2.045 -1.024  0.3223
H -4.861 2.831 -2.807  0.3345
H 1.698 -9.984 -1.580  0.3149
H -2.637 5.788 1.841  0.2213
H 1.379 -6.127 -2.389  0.1159
H 1.213 -11.336 -2.632  0.3808
H 5.071 1.491 2.946  0.2594
H -1.465 1.551 2.756  -0.0972
H 2.021 -4.759 -1.446  0.3652
H 0.181 -9.879 -2.506  0.3093
H -0.613 6.413 2.497  0.4334
H 3.551 2.292 1.105  0.5335
H 0.691 -4.733 -5.089  0.3601
H -1.807 3.349 4.474  0.3133
H -6.290 2.371 0.720  0.3114
H -3.393 3.801 -2.527  0.2973
H -0.374 2.324 6.825  0.3665
H -0.304 -5.959 -4.245  0.1924
H 1.630 1.079 -0.957  0.4560
H 0.396 2.281 -1.470  0.1043
H 2.427 -4.908 -3.173  0.3453
H -0.207 0.724 3.795  0.3904
H 2.841 0.667 0.827  0.4478
H 0.711 4.549 -1.914  0.0754
H -1.809 1.657 5.151  0.4480
H 1.215 3.677 -3.438  0.3074
H 0.008 -9.716 -5.007  0.2964
H 0.940 3.175 3.325  0.3730
H 2.763 2.317 -2.485  0.2559
H 0.454 5.108 3.171  0.2352
H 1.464 -0.568 2.403  0.1639
H -1.661 2.555 0.795  -0.2004
H 0.122 3.886 5.988  0.1823
H 1.034 -11.168 -5.213  0.3698
H 0.972 2.220 5.582  0.1801
H 2.336 5.044 -2.725  0.3634

Record 3
The following is a DFT calculation (ωB97M-V/def2-TZVPD) of a cluster of 2 separate species, C4H5NOS in total.

## Properties
Orbital gap (spin up / spin down): 8.31 / 8.31 eV
HOMO (spin up / spin down): -8.00 / -8.00 eV
Relative energy (zero: lowest compared OMol25 entry of this formula, charge and spin): 3.2439 eV
2S+1: 1

Last column: Mulliken charge in e.
Element x y z (Å)
S -1.338 0.379 2.087  -0.3213
O -1.684 1.969 -0.115  -0.4640
N 0.553 -1.027 0.275  -0.2122
C 0.493 0.506 -1.717  -0.8549
C -1.369 1.261 0.782  0.7007
C 0.336 0.040 -0.341  0.1788
C 0.517 -1.584 1.451  -0.5676
H 1.237 -1.278 2.123  0.3411
H 0.117 -0.287 -2.377  0.2545
H 1.500 0.820 -2.165  0.3033
H -0.125 1.458 -1.680  0.2316
H -0.238 -2.258 1.675  0.4099

Going through the records in order, we get E values of -36530.3982; -85430.1705; -18598.6750 eV.